# 1
Computed, not measured: a molecular structure, H11N3O4Si3, with the ωB97M-V functional and the def2-TZVPD basis.

Output
HOMO level, eV: -8.33
E_tot, eV: -36476.796
Energy above the lowest of the compared OMol25 structures with the same formula, charge and spin, kcal/mol: 117.8
LUMO level, eV: 0.21
Molecular weight, g/mol: 201.36
Kohn-Sham gap, eV: 8.54
2S+1: 1
Charge: 0

Geometry as XYZ:
```
21
Properties=species:S:1:pos:R:3:mulliken_charge:R:1
N -2.829 -1.768 -0.820 -0.518
N -0.041 1.840 0.312 -0.811
N -0.605 -0.379 -1.242 0.109
O -2.753 1.921 -0.295 -0.668
O -0.641 -1.747 1.090 -0.673
O 1.646 0.622 -1.901 -0.553
O 1.419 -0.525 0.454 -0.138
Si 2.689 -1.638 -0.012 0.491
Si -1.353 -1.305 -0.161 0.375
Si 0.626 0.690 -0.643 0.282
H -3.477 -2.345 -0.236 0.214
H -3.387 -1.226 -1.487 0.254
H -1.829 2.132 -0.178 0.395
H 0.565 2.631 0.583 0.143
H -0.796 -0.387 -2.251 0.296
H -3.214 2.126 0.529 0.305
H 0.558 -0.898 0.802 0.514
H 1.930 1.331 -2.461 0.318
H 3.978 -1.082 0.337 -0.105
H 2.761 -2.141 -1.354 -0.109
H 2.063 -2.632 0.758 -0.121
```

---

# 2
Computed, not measured: 5 unconnected molecules or ions with the total composition H11NO4, with the ωB97M-V functional and the def2-TZVPD basis.

Output
SMILES string: N.O.O.O.O
HOMO level, eV: -11.04
E_tot, eV: -9858.592
Energy above the lowest of the compared OMol25 structures with the same formula, charge and spin, kcal/mol: 26.0
LUMO level, eV: 0.46
Molecular weight, g/mol: 89.09
Kohn-Sham gap, eV: 11.51
2S+1: 1
Charge: 0

Geometry as XYZ:
```
16
Properties=species:S:1:pos:R:3:mulliken_charge:R:1
N -1.888 3.407 -1.817 -0.781
H -2.737 3.807 -1.414 0.252
H -1.243 4.192 -1.938 0.253
H -2.205 3.360 -2.794 0.256
O -0.116 -2.549 2.083 -0.640
H -0.966 -2.759 1.695 0.318
H 0.340 -2.040 1.403 0.325
O -0.182 -2.204 -1.377 -0.642
H 0.673 -2.528 -1.689 0.304
H -0.310 -1.272 -1.544 0.346
O -0.399 0.952 -1.907 -0.694
H 0.484 1.301 -2.026 0.317
H -0.761 1.794 -1.554 0.389
O 2.667 0.084 3.160 -0.639
H 1.861 0.135 2.627 0.316
H 2.456 0.216 4.086 0.320
```

---

# 3
Computed, not measured: 2 unconnected molecules or ions with the total composition H11NSi4, with the ωB97M-V functional and the def2-TZVPD basis.

Output
SMILES string: [SiH3][SiH2][SiH3].N=[SiH2]
HOMO level, eV: -9.79
E_tot, eV: -33174.773
Energy above the lowest of the compared OMol25 structures with the same formula, charge and spin, kcal/mol: 59.3
LUMO level, eV: -0.04
Molecular weight, g/mol: 137.44
Kohn-Sham gap, eV: 9.75
2S+1: 1
Charge: 0

Geometry as XYZ:
```
16
Properties=species:S:1:pos:R:3:mulliken_charge:R:1
Si 0.143 -1.751 -2.553 0.449
Si -1.745 -1.260 -1.419 0.144
Si -1.230 -0.164 0.610 0.452
H 0.278 -3.172 -2.574 -0.129
H 1.295 -1.332 -1.982 -0.163
H -0.017 -1.675 -3.969 -0.121
H -2.573 -2.453 -1.112 -0.085
H -2.773 -0.262 -2.030 -0.063
H -2.318 0.036 1.469 -0.147
H -0.172 -0.506 1.591 -0.147
H -0.794 1.115 0.245 -0.182
N 2.280 2.163 3.848 -0.506
Si 1.781 2.813 2.408 0.442
H 2.112 1.220 4.046 0.226
H 2.115 4.239 2.181 -0.069
H 1.002 2.239 1.251 -0.100
```

---

# 4
Computed, not measured: 5 unconnected molecules or ions with the total composition H11O5, with the ωB97M-V functional and the def2-TZVPD basis.

Output
HOMO level (spin up / spin down), eV: -2.75 / -11.22
E_tot, eV: -10411.965
Energy above the lowest of the compared OMol25 structures with the same formula, charge and spin, kcal/mol: 25.7
LUMO level (spin up / spin down), eV: 0.33 / 0.35
Molecular weight, g/mol: 91.08
Kohn-Sham gap (spin up / spin down), eV: 3.08 / 11.57
2S+1: 2
Charge: 0

Geometry as XYZ:
```
16
Properties=species:S:1:pos:R:3:lowdin_spin:R:1
O -0.233 -2.693 0.670 0.190
H 0.328 -2.831 -0.165 0.110
H -0.385 -3.530 1.041 0.044
O 2.495 0.007 0.672 0.095
H 2.824 0.719 0.100 0.018
H 3.315 -0.412 0.968 0.020
O -2.252 0.843 -0.645 0.124
H -2.782 0.612 -1.392 0.040
H -2.673 1.677 -0.336 0.043
O 0.165 1.969 -1.390 0.075
H -0.807 1.853 -1.597 0.021
H 0.049 2.982 -1.202 0.018
O -0.106 -0.114 0.799 0.112
H -0.314 -1.165 0.977 0.029
H 0.832 -0.022 0.522 0.023
H -0.930 0.013 0.234 0.037
```